Entry 1:
C5H8O2 in the gas phase in a non-equilibrium geometry, computed with ωB97M-V with the def2-TZVPD basis set.

CARTESIAN COORDINATES (ANGSTROEM)
H1 0.48 0.88 1.43
H2 2.56 0.02 0.25
C1 1.64 -0.58 0.28
H3 0.98 2.09 -0.89
H4 -1.21 -0.75 1.46
H5 1.72 -1.32 1.09
C2 -0.94 -0.41 0.46
C3 0.28 1.31 -0.62
C4 0.43 0.32 0.48
H6 1.53 -1.12 -0.66
O1 -0.93 -1.59 -0.35
H7 -2.73 0.38 -0.61
O2 -0.95 1.40 -0.96
H8 -1.05 -1.30 -1.26
C5 -1.81 0.67 -0.10

Calculated values
Energy relative to the best compared isomer or geometry (same formula, charge and spin) = 84.36 kcal per mole
Multiplicity = 1
HOMO-LUMO gap (spin up / spin down) = 8.6 / 7.4 eV
LUMO energy (spin up / spin down) = 0.55 / 0.12 eV



Entry 2:
A molecular structure, C4H10O2 in a non-equilibrium geometry, computed with ωB97M-V with the def2-TZVPD basis set.

CARTESIAN COORDINATES (ANGSTROEM)
H1 0.91 0.96 -1.94
C1 -0.23 0.68 -0.12
H2 0.20 1.63 0.26
O1 -0.44 -1.70 0.77
O2 -1.56 0.62 0.38
H3 -0.68 1.71 -2.01
H4 -0.60 0.01 -2.21
H5 0.74 -1.91 -1.26
H6 -2.56 0.51 -0.76
H7 -1.56 -1.17 0.53
H8 0.68 0.19 2.37
C2 -0.14 0.82 -1.64
H9 1.54 -1.36 2.18
H10 2.14 0.07 1.35
C3 1.23 -0.44 1.67
C4 0.34 -0.62 0.44

Calculated values
Energy relative to the best compared isomer or geometry (same formula, charge and spin) = 207.17 kcal per mole
Multiplicity = 1
HOMO-LUMO gap (spin up / spin down) = 7.5 / 6.2 eV
LUMO energy (spin up / spin down) = -1.21 / -1.24 eV



Entry 3:
A molecular structure, C24H26AlCl2O13 in a non-equilibrium geometry, computed with ωB97M-V with the def2-TZVPD basis set.

CARTESIAN COORDINATES (ANGSTROEM)
H1 7.14 -1.33 -0.36
H2 3.25 -1.07 3.82
H3 -1.69 1.13 -2.94
O1 -1.31 3.60 -2.35
C1 -3.48 1.12 -3.39
C2 -2.38 -0.62 3.36
O2 -6.78 -1.29 -4.18
H4 -1.48 4.53 -2.11
C3 -0.13 1.89 -1.20
C4 0.60 1.50 -0.01
O3 -3.47 -0.40 5.44
O4 -0.86 5.28 -0.39
H5 2.00 -2.41 2.12
C5 -3.33 -0.38 -3.36
C6 3.08 -2.19 1.98
H6 2.47 -0.94 0.57
C7 5.25 -0.71 -1.09
H7 -5.26 0.62 5.36
C8 -4.50 -1.19 -3.64
O5 -6.90 1.36 -4.26
C9 -4.63 0.91 2.33
C10 6.13 -1.28 0.04
H8 3.06 -3.77 0.45
H9 5.71 -4.08 -0.77
O6 1.07 0.39 0.14
H10 5.26 -1.96 -2.84
C11 5.84 -1.10 -2.46
Cl1 6.30 -0.17 1.48
O7 3.15 -0.97 1.24
C12 -4.59 0.60 3.64
H11 4.24 -1.10 -1.04
C13 -5.67 -0.60 -3.92
C14 -3.45 -0.18 4.24
H12 -1.58 -1.20 3.80
C15 3.69 -3.40 1.27
H13 -0.25 1.13 -1.96
Cl2 5.15 1.13 -1.08
C16 -2.42 -0.32 2.05
H14 6.73 -3.77 1.59
C17 -3.55 0.48 1.46
Al1 5.60 -3.18 0.59
H15 0.42 4.49 1.76
C18 -0.62 3.14 -1.31
O8 -5.54 0.96 4.49
H16 -7.47 -0.62 -4.35
C19 0.30 3.75 0.98
O9 -2.23 -0.84 -3.11
H17 5.75 -0.30 -3.19
H18 1.69 1.14 1.98
C20 -4.65 1.71 -3.68
H19 3.73 -4.21 2.02
H20 -5.44 1.47 1.89
O10 -1.49 -0.70 1.20
H21 -4.39 -2.26 -3.60
O11 1.44 2.08 2.15
H22 -4.77 2.78 -3.70
O12 -2.38 1.81 -3.11
O13 -3.51 0.73 0.27
H23 3.15 -2.81 4.00
H24 -1.76 -0.35 0.33
C21 0.78 2.50 1.09
H25 6.86 -1.47 -2.37
C22 3.62 -2.02 3.40
C23 -0.41 4.15 -0.22
C24 -5.81 0.90 -3.97
H26 4.70 -2.12 3.45

Calculated values
Charge = -1
Multiplicity = 1
HOMO-LUMO gap = 4.9 eV
LUMO energy = -0.20 eV